1.
Molecular formula: C3H12NO4
Method: DFT, wB97M-V/def2-TZVPD

The geometry in XYZ format:
```
20
C3H12NO4 wB97M-V/def2-TZVPD
C 0.96998 -0.53707 0.08248
C 2.30535 -0.70838 -0.56113
O 3.42253 0.37436 0.35527
N 0.50672 0.82498 0.12978
C -0.60553 1.16121 1.02037
O -1.81277 0.73117 0.67324
H 0.12869 -0.98960 -0.53135
H 0.85647 -1.02393 1.12737
H 2.36520 -0.06164 -1.32360
H 2.47870 -1.79969 -0.89305
H 3.27962 -0.82759 0.20416
H 1.32745 1.44929 0.30656
H -0.64426 2.32994 1.24428
H -0.38681 0.89094 2.17488
H -1.98823 -0.88283 0.47452
H -3.18977 -1.64488 0.03361
O -2.31964 -1.82115 0.43943
H -0.96936 0.34907 -2.24028
H -2.00013 0.52076 -0.98315
O -1.89306 0.26821 -1.93702
```

Summary:
- DFT total energy: -12981.7209 eV
- Total charge: -1
- ΔE to the lowest compared entry with this formula, charge and spin: 5.1752 eV
- Strongest force on any atom: 4.76 eV/A

2.
Molecular formula: C3H12NOS2
Method: DFT, wB97M-V/def2-TZVPD

The geometry in XYZ format:
```
19
C3H12NOS2 wB97M-V/def2-TZVPD
C 1.53860 -0.77678 -0.83429
O 2.79099 -0.61286 -0.22706
C 0.84060 0.56003 -1.02795
N -0.40646 0.36170 -1.85568
H 0.88829 -1.43947 -0.25852
H 1.74149 -1.22910 -1.80061
H 2.69114 -0.34157 0.69401
H 0.52512 1.00802 -0.08951
H 1.46467 1.27645 -1.55505
H -1.06370 -0.29864 -1.40239
H -0.16081 0.04801 -2.80567
H -0.92107 1.24223 -1.95820
C -0.84024 -0.65448 2.20228
S -2.09722 -0.44322 0.90265
S -2.21927 1.62760 0.75910
H 0.14537 -0.36138 1.85657
H -0.86138 -1.71384 2.45047
H -1.13682 -0.06519 3.06414
H -2.91930 1.81251 1.88572
```

Summary:
- DFT total energy: -28507.0176 eV
- Total charge: +1
- ΔE to the lowest compared entry with this formula, charge and spin: 0.9390 eV
- Strongest force on any atom: 0.48 eV/A

3.
Molecular formula: C3H12NP2
Method: DFT, wB97M-V/def2-TZVPD

The geometry in XYZ format:
```
18
C3H12NP2 wB97M-V/def2-TZVPD
C -0.46241 2.23590 1.30547
C -0.93424 0.92586 0.76987
C 0.27029 -1.23108 -0.25618
N 0.36064 0.16575 0.33635
P 2.03537 -1.87478 -0.47006
P -1.09094 -1.23052 -1.77243
H 0.23121 2.15544 2.26135
H -0.02810 2.87869 0.43713
H -1.37111 2.77035 1.62470
H -1.49524 0.96028 -0.27249
H -1.42610 0.33316 1.64252
H -0.26528 -1.70585 0.51052
H 0.85452 0.27768 1.18335
H 0.75598 0.86798 -0.22721
H 1.62898 -3.16434 -0.35238
H 2.11562 -1.76862 -1.83203
H -0.17146 -1.63289 -2.72442
H -1.64573 -2.59570 -1.49863
```

Summary:
- DFT total energy: -23364.2508 eV
- Total charge: +1
- SMILES string: CC[NH2+]C(P)P
- ΔE to the lowest compared entry with this formula, charge and spin: 0.1710 eV
- Strongest force on any atom: 2.75 eV/A

4.
Molecular formula: C3H12NP2
Method: DFT, wB97M-V/def2-TZVPD

The geometry in XYZ format:
```
18
C3H12NP2 wB97M-V/def2-TZVPD
C -1.77614 -0.39493 2.01028
C -0.75313 0.34258 1.17138
C 0.75238 0.05273 -0.81970
N -0.16480 -0.56455 0.14259
P 0.08900 1.52117 -1.70873
P 2.18604 -1.03483 -1.22979
H -2.20031 0.29004 2.73676
H -2.59284 -0.77154 1.39770
H -1.32644 -1.22406 2.55178
H 0.07279 0.71634 1.78133
H -1.20955 1.18998 0.65299
H 1.94970 1.12298 0.51265
H -0.94945 -0.99551 -0.36868
H 0.33033 -1.33197 0.62404
H 1.30784 1.85309 -2.28284
H -0.30331 0.79905 -2.84818
H 1.67512 -1.52947 -2.43960
H 2.91276 -0.04109 -1.88399
```

Summary:
- DFT total energy: -23361.8162 eV
- Total charge: +1
- ΔE to the lowest compared entry with this formula, charge and spin: 2.6056 eV
- Strongest force on any atom: 3.04 eV/A

5.
Molecular formula: C3H12NP2
Method: DFT, wB97M-V/def2-TZVPD

The geometry in XYZ format:
```
18
C3H12NP2 wB97M-V/def2-TZVPD
C -2.13080 1.32930 -0.61801
C -1.93994 -0.16501 -0.66218
C 2.27041 0.02348 -0.07278
N -1.19347 -0.63976 0.60743
P 0.93598 -0.88718 0.22379
P 3.49329 0.84997 0.97955
H -2.76595 1.56648 0.22124
H -1.11762 1.58396 -0.42431
H -2.40395 1.49776 -1.70865
H -1.15370 -0.44553 -1.47204
H -2.78236 -0.87090 -0.70199
H 2.04332 0.76220 -0.89546
H -1.61003 -1.60290 0.98219
H -1.38646 0.08167 1.32284
H 0.47438 -1.34407 -1.04653
H 1.38510 -1.88792 1.02006
H 3.38822 -0.16436 1.94475
H 4.49357 0.31281 0.30011
```

Summary:
- DFT total energy: -23362.9607 eV
- Total charge: +1
- SMILES string: CC[NH2+][PH2]=CP
- ΔE to the lowest compared entry with this formula, charge and spin: 1.4611 eV
- Strongest force on any atom: 3.48 eV/A

6.
Molecular formula: C3H12NS
Method: DFT, wB97M-V/def2-TZVPD

The geometry in XYZ format:
```
17
C3H12NS wB97M-V/def2-TZVPD
C -2.07191 1.21154 -1.96943
N -0.72904 0.54999 -1.70145
H -2.65269 1.17565 -1.05769
H -1.85169 2.18152 -2.39384
H -2.56776 0.61003 -2.73003
H -0.50891 0.57606 -0.68610
H 0.03629 1.04753 -2.14991
H -0.68441 -0.40559 -2.03502
C 0.42963 -1.83937 1.10253
S 0.68511 -0.04888 0.94145
C 2.03593 0.33633 2.11369
H 0.84392 -2.29931 0.21017
H -0.59188 -2.15575 1.26202
H 0.92368 -2.16213 2.01461
H 2.85641 0.75085 1.54533
H 1.60082 1.02505 2.83635
H 2.24654 -0.55353 2.69731
```

Summary:
- DFT total energy: -15624.0092 eV
- Total charge: +1
- ΔE to the lowest compared entry with this formula, charge and spin: 0.5765 eV
- Strongest force on any atom: 1.31 eV/A

7.
Molecular formula: C3H12O2S
Method: DFT, wB97M-V/def2-TZVPD

The geometry in XYZ format:
```
18
C3H12O2S wB97M-V/def2-TZVPD
C 1.54541 -2.44817 -0.11245
C 0.35811 -1.54681 0.22034
C -0.31627 -1.04240 -1.08280
S -1.66450 0.05194 -0.80747
H 2.01625 -2.74800 0.82686
H 2.29040 -1.83496 -0.63770
H 1.28569 -3.27022 -0.76838
H -0.40601 -1.97321 0.86745
H 0.73810 -0.68073 0.76124
H -0.82316 -1.91695 -1.51558
H 0.40273 -0.67893 -1.82067
H -2.18032 -0.57022 0.27516
H -2.31519 3.60655 -0.51062
H -1.09802 3.18278 0.33656
O -1.87589 3.77553 0.33166
H 0.23558 2.53640 1.83937
H 1.16721 3.17531 0.82097
O 0.63988 2.38211 0.97605
```

Summary:
- 2S+1: 2
- Expectation value of S²: 0.7531
- DFT total energy: -18226.8480 eV
- Total charge: +1
- ΔE to the lowest compared entry with this formula, charge and spin: 0.4904 eV
- Strongest force on any atom: 0.98 eV/A

8.
Molecular formula: C3H12O2S
Method: DFT, wB97M-V/def2-TZVPD

The geometry in XYZ format:
```
18
C3H12O2S wB97M-V/def2-TZVPD
C -0.11557 -0.29319 0.91447
C 1.36284 -0.76004 0.89899
S 2.34740 0.28443 -0.11595
C 3.47593 -0.83601 -0.89690
H -0.68583 -0.97743 1.53487
H -0.50381 -0.30991 -0.10868
H -0.21743 0.72441 1.28171
H 1.42032 -1.77680 0.51132
H 1.68168 -0.83316 1.93002
H 4.37412 -0.95647 -0.29427
H 2.94377 -1.77637 -1.07721
H 3.71836 -0.54059 -1.92346
H -4.39065 1.19652 0.24909
H -3.43689 1.93559 0.99919
O -4.17898 1.34073 1.18456
H -2.51735 1.66732 -2.30185
H -2.30992 0.63340 -1.25242
O -2.96799 1.27756 -1.53350
```

Summary:
- 2S+1: 2
- Expectation value of S²: 0.7530
- DFT total energy: -18226.8585 eV
- Total charge: +1
- ΔE to the lowest compared entry with this formula, charge and spin: 0.4799 eV
- Strongest force on any atom: 1.54 eV/A

9.
Molecular formula: C3H12O2S2
Method: DFT, wB97M-V/def2-TZVPD

The geometry in XYZ format:
```
19
C3H12O2S2 wB97M-V/def2-TZVPD
C -1.37553 0.30126 1.91557
C -0.12191 0.37246 2.80361
C -1.36153 0.64105 0.34774
S -2.86230 -0.09346 -0.61837
S -2.69188 0.99305 -2.33236
H -1.75183 -0.73213 1.87007
H -2.23457 0.86160 2.43631
H 0.68305 -0.37162 2.59270
H -0.32803 0.38088 3.84935
H 0.47651 1.23104 2.50387
H -0.89198 1.70481 0.01202
H -0.74871 -0.02941 -0.18991
H -4.07092 0.93993 -2.75265
H 0.83572 -1.13808 -3.76519
H 1.34549 -0.00654 -4.65903
O 0.63172 -0.81874 -4.63443
H 4.48854 -1.26012 -0.45567
H 4.77633 -1.52590 0.95118
O 5.20183 -1.45009 0.12518
```

Summary:
- DFT total energy: -29069.0179 eV
- SMILES string: CCCSS.O.O
- ΔE to the lowest compared entry with this formula, charge and spin: 2.6528 eV
- Strongest force on any atom: 4.65 eV/A

10.
Molecular formula: C3H12O3
Method: DFT, wB97M-V/def2-TZVPD

The geometry in XYZ format:
```
18
C3H12O3 wB97M-V/def2-TZVPD
C -0.74223 -0.79336 -1.41291
O -0.66112 -1.21027 -2.78399
C 0.31045 0.21783 -1.03841
C 0.11061 0.73285 0.40530
H -1.77837 -0.47112 -1.23877
H -0.63262 -1.71112 -0.83199
H -0.24027 -0.52516 -3.31144
H 1.30801 -0.13846 -1.31141
H 0.13173 1.03192 -1.76216
H 0.96898 0.47435 1.01047
H -0.18030 1.77432 0.44875
H -0.71726 0.14186 0.77399
H -2.18326 2.26298 1.63747
H -1.00318 2.35015 2.59741
O -1.92368 2.07216 2.54396
H 1.86650 -1.13245 1.66597
H 3.37887 -1.02316 1.09217
O 2.75962 -1.47631 1.66928
```

Summary:
- DFT total energy: -9447.3133 eV
- SMILES string: CCCO.O.O
- ΔE to the lowest compared entry with this formula, charge and spin: 0.7133 eV
- Strongest force on any atom: 1.58 eV/A

11.
Molecular formula: C3H12O3
Method: DFT, wB97M-V/def2-TZVPD

The geometry in XYZ format:
```
18
C3H12O3 wB97M-V/def2-TZVPD
C 2.07922 -1.66043 -0.86529
O 2.56818 -0.43461 -0.39352
H 1.78997 -2.35745 -0.07878
H 1.11479 -1.41172 -1.30814
H 2.86407 -2.03608 -1.52179
H 1.85558 0.20392 -0.31559
C -2.26697 -0.74444 0.51646
O -2.38169 0.22260 -0.45265
H -2.50496 -0.55723 1.56355
H -3.12966 -1.39375 0.36727
H -1.38175 -1.37842 0.46569
H -3.28689 0.53906 -0.40726
C 0.71290 2.10304 0.55537
O 0.22196 0.90825 -0.02616
H 0.00639 2.50939 1.27913
H 1.52220 1.56429 1.04820
H 0.91516 2.91006 -0.14884
H -0.69852 1.01350 -0.27764
```

Summary:
- DFT total energy: -9445.9198 eV
- SMILES string: CO.CO.CO
- ΔE to the lowest compared entry with this formula, charge and spin: 2.1067 eV
- Strongest force on any atom: 3.66 eV/A

12.
Molecular formula: C3H12O4
Method: DFT, wB97M-V/def2-TZVPD

The geometry in XYZ format:
```
19
C3H12O4 wB97M-V/def2-TZVPD
C 0.71379 0.12481 0.17154
C -0.60099 -0.00193 0.40240
O -1.02743 0.33291 1.66490
C -1.64258 -0.44408 -0.55555
H 0.93430 -0.05947 -0.87414
H 1.40190 0.47418 0.92166
H -1.77698 -0.17805 1.98808
H -1.30868 -1.09413 -1.37160
H -2.37684 -1.06671 -0.02965
H -2.22288 0.29304 -1.11135
H 1.39113 -3.05979 0.91361
H 1.33715 -1.83198 1.75793
O 1.62817 -2.76871 1.80481
H 0.24869 3.31656 -0.25473
H -0.81221 2.61602 0.51929
O -0.25500 3.36856 0.54280
H 0.70773 0.33384 -3.60760
H 0.55729 -1.24776 -3.88842
O 0.98537 -0.54935 -3.38364
```

Summary:
- DFT total energy: -11494.5577 eV
- SMILES string: C=C(C)O.O.O.O
- ΔE to the lowest compared entry with this formula, charge and spin: 1.2046 eV
- Strongest force on any atom: 1.94 eV/A